{
  "formula": "C51H72CrN5O2SSi",
  "method": "the ωB97M-V functional and the def2-TZVPD basis",
  "charge": 0,
  "energy_ha": -4143.0327,
  "lumo_ev": [0.250, 0.162],
  "multiplicity": 2,
  "relative_energy_kj_mol": 0.0,
  "orbital_gap_ha": [0.285, 0.283],
  "s_squared": 0.76,
  "symbols": ["Cr", "S", "Si", "O", "O", "N", "N", "N", "N", "N", "C", "C", "C", "C", "C", "C", "C", "C", "C", "C", "C", "C", "C", "C", "C", "C", "C", "C", "C", "C", "C", "C", "C", "C", "C", "C", "C", "C", "C", "C", "C", "C", "C", "C", "C", "C", "C", "C", "C", "C", "C", "C", "C", "C", "C", "C", "C", "C", "C", "C", "C", "H", "H", "H", "H", "H", "H", "H", "H", "H", "H", "H", "H", "H", "H", "H", "H", "H", "H", "H", "H", "H", "H", "H", "H", "H", "H", "H", "H", "H", "H", "H", "H", "H", "H", "H", "H", "H", "H", "H", "H", "H", "H", "H", "H", "H", "H", "H", "H", "H", "H", "H", "H", "H", "H", "H", "H", "H", "H", "H", "H", "H", "H", "H", "H", "H", "H", "H", "H", "H", "H", "H", "H"],
  "coordinates": [[-0.030, -0.281, -0.421], [0.976, -4.220, -1.463], [4.342, -3.775, 1.550], [0.344, 1.110, -1.539], [-1.380, -0.920, 0.571], [1.476, -1.500, -0.753], [1.983, 0.001, 2.797], [-0.771, -1.288, -2.020], [2.556, -2.453, -2.719], [-0.197, 1.498, 1.207], [-0.101, -2.377, -4.031], [4.180, -6.270, -2.916], [-3.220, -1.446, 1.986], [0.275, 3.097, -5.473], [-4.478, 0.443, 2.950], [0.441, 2.442, -1.661], [-3.612, 1.322, 2.293], [0.463, 3.042, -2.934], [-6.470, 1.954, 3.056], [2.973, -6.045, -2.267], [-2.354, -1.601, -3.758], [2.447, -1.971, 0.039], [1.506, -1.217, 3.424], [0.216, 2.235, -4.209], [1.367, -2.330, -1.930], [0.736, 4.603, -0.639], [3.168, -3.703, -2.816], [0.551, 3.233, -0.518], [-2.393, -0.528, 1.345], [4.876, -5.220, -3.496], [-1.913, -3.513, 1.112], [1.257, 1.150, 3.288], [1.264, 1.125, -4.365], [3.409, 0.176, 3.003], [1.179, 7.217, -3.403], [5.699, -4.416, 0.444], [-4.390, -3.494, 1.188], [5.113, -2.973, 3.052], [-5.579, 0.993, 3.852], [3.335, -2.581, 0.605], [-1.607, 1.809, 0.867], [0.689, 4.415, -2.998], [-1.197, 1.649, -4.128], [0.103, 7.518, -1.186], [1.155, 6.714, -1.959], [-3.124, -2.977, 1.887], [-6.461, -0.115, 4.425], [0.654, 2.647, 0.864], [-2.012, -1.146, -2.506], [-4.250, -0.913, 2.773], [0.128, -1.964, -2.724], [4.379, -3.924, -3.445], [-1.365, -2.188, -4.549], [-0.119, 1.318, 2.673], [0.838, 5.223, -1.876], [3.209, -5.164, 2.071], [-4.934, 1.752, 5.019], [2.453, -4.762, -2.223], [-2.588, 0.854, 1.495], [-3.052, -3.571, 3.302], [2.536, 6.965, -1.339], [0.442, -1.355, 3.226], [-0.891, 7.359, -1.603], [-2.180, -3.189, 3.835], [4.918, -3.102, -3.894], [2.253, 1.559, -4.523], [-5.701, 2.149, 5.686], [1.872, 2.038, 3.141], [3.186, -1.668, -2.605], [2.708, -5.577, 1.195], [-3.935, -3.347, 3.898], [5.755, -2.139, 2.767], [1.657, -1.200, 4.518], [-5.895, -0.798, 5.060], [-4.906, -1.614, 3.267], [1.307, 0.488, -3.484], [-4.349, -4.580, 1.096], [3.744, 1.085, 2.501], [-6.940, -0.698, 3.637], [5.821, -5.406, -3.987], [-1.932, -4.605, 1.159], [0.329, 8.585, -1.237], [-1.854, 2.828, 1.201], [-0.450, 3.912, -5.448], [-0.588, 2.197, 3.146], [2.439, -6.860, -1.798], [6.239, -3.588, -0.016], [-3.361, -1.463, -4.124], [2.803, 8.019, -1.421], [3.672, 0.253, 4.073], [2.439, -4.809, 2.756], [3.762, -5.966, 2.563], [-2.717, -0.632, -1.864], [0.074, 7.236, -0.134], [-1.934, -3.224, 0.062], [-4.473, -3.071, 0.186], [4.581, -7.273, -2.961], [1.689, 2.339, 1.032], [-7.248, 0.328, 5.036], [-4.331, 2.587, 4.666], [-3.725, 2.393, 2.410], [1.955, 6.725, -3.989], [0.825, 5.186, 0.271], [-1.593, -2.520, -5.552], [-5.912, 2.820, 2.698], [-4.286, 1.091, 5.597], [5.296, -5.034, -0.357], [-1.314, 1.047, -3.233], [4.375, -2.601, 3.763], [3.947, -0.663, 2.574], [6.412, -5.013, 1.014], [-2.961, -4.656, 3.240], [3.300, 6.377, -1.849], [0.686, -2.875, -4.577], [0.735, 4.873, -3.970], [1.092, 1.077, 4.379], [1.024, 0.503, -5.231], [5.732, -3.710, 3.566], [2.027, -2.074, 3.007], [-7.284, 2.320, 3.683], [-0.965, -3.177, 1.531], [2.553, 6.692, -0.285], [0.038, 2.472, -6.334], [1.267, 3.520, -5.635], [1.387, 8.288, -3.410], [-1.402, 1.022, -4.998], [0.221, 7.062, -3.902], [-6.903, 1.454, 2.189], [-5.294, -3.234, 1.738], [-1.683, 1.809, -0.228], [-0.735, 0.459, 2.939], [0.438, 3.460, 1.575], [-1.936, 2.453, -4.101]]
}